No. 1
Here is 2 unconnected molecules or ions with the total composition C4H8N4 in a non-equilibrium geometry from OMol25. Energies are from the ωB97M-V functional and the def2-TZVPD basis.

Calculated values
2S+1 = 1
frontier orbital gap (alpha / beta) = 8.844 / 8.100 eV
E_LUMO (alpha / beta) = 0.63 / 0.08 eV

CARTESIAN COORDINATES (ANGSTROEM)
1 C 1.3375 -1.8912 0.1019
2 C 2.1141 -0.7352 -0.0975
3 C 0.0060 -0.2932 0.1468
4 C 1.2795 1.6777 -0.0535
5 N 0.0113 -1.5902 0.1680
6 N 1.1927 0.2709 -0.1317
7 N -3.2005 -0.1943 -0.2547
8 N -2.2645 0.6683 0.1240
9 H 1.6456 -2.9647 0.2481
10 H 3.1398 -0.7231 -0.2776
11 H 1.7295 2.1689 0.8323
12 H 1.7995 1.9802 -0.9434
13 H 0.1889 1.9314 -0.1003
14 H -3.1031 -0.4666 -1.1969
15 H -3.4608 -0.9552 0.3718
16 H -2.4153 1.1163 1.0625

Cartesian forces (eV/Å) of the 6 atoms listed first:
C 1.63 -0.72 -0.21
C -1.91 -2.81 0.39
C -1.94 -0.75 -0.44
C -0.95 1.43 -0.38
N -0.28 0.77 0.73
N -0.29 -0.51 1.47

Atom charges from the Löwdin analysis, given in e for atoms 1 to 6: number 1, C, carries -0.181; number 2, C, carries -0.078; number 3, C, carries -0.147; number 4, C, carries -0.053; number 5, N, carries 0.028; number 6, N, carries -0.171

No. 2
Here is 2 unconnected molecules or ions with the total composition C2H4N2O2S in a non-equilibrium geometry from OMol25. Energies are from the ωB97M-V functional and the def2-TZVPD basis.

Calculated values
2S+1 = 1
frontier orbital gap = 8.767 eV
E_LUMO = -1.10 eV

CARTESIAN COORDINATES (ANGSTROEM)
1 C 0.7035 0.6624 0.4785
2 C 1.4476 -0.2392 -0.4541
3 N 1.6630 -1.4710 -0.3855
4 N -2.6931 0.8812 -0.2815
5 O 0.4168 1.7930 0.1669
6 O -1.0414 -0.9012 0.2813
7 S -2.4152 -0.6100 -0.1049
8 H 0.6297 0.1148 1.5373
9 H 1.9568 0.0920 -1.4246
10 H 1.2982 -1.8853 0.4330
11 H -1.9659 1.5633 -0.2463

Cartesian forces (eV/Å) of the 6 atoms listed first:
C 1.14 -0.59 1.31
C 1.66 0.17 -3.11
N 0.55 -0.37 -0.08
N -1.59 -2.45 -0.44
O -0.29 -0.73 0.69
O -0.70 -1.24 -0.10

Atom charges from the Löwdin analysis, given in e for atoms 1 to 6: number 1, C, carries -0.316; number 2, C, carries -0.241; number 3, N, carries 0.114; number 4, N, carries -0.261; number 5, O, carries 0.036; number 6, O, carries -0.549

No. 3
Here is a molecular structure, C3H6O from OMol25. Energies are from the ωB97M-V functional and the def2-TZVPD basis.

Calculated values
2S+1 = 1
frontier orbital gap = 9.444 eV
E_LUMO = 1.03 eV

CARTESIAN COORDINATES (ANGSTROEM)
1 C 0.4398 0.5752 -1.0650
2 C -0.7627 -0.1840 -0.5339
3 C -0.3071 -0.5225 1.1637
4 O -1.2084 0.4190 0.6769
5 H 0.0465 1.3037 -1.7796
6 H 1.0820 -0.1089 -1.6263
7 H 1.0260 1.1140 -0.3090
8 H -0.2217 -1.2413 0.1692
9 H -0.7667 -1.2195 1.8633
10 H 0.6724 -0.1358 1.4407

Cartesian forces (eV/Å) of the 6 atoms listed first:
C 0.04 -0.04 -0.05
C 0.24 0.04 -0.06
C 0.08 -0.04 0.43
O -0.05 0.23 -0.06
H -0.03 -0.04 0.05
H -0.03 0.11 0.02

Atom charges from the Löwdin analysis, given in e for atoms 1 to 6: number 1, C, carries -0.124; number 2, C, carries -0.165; number 3, C, carries -0.155; number 4, O, carries -0.137; number 5, H, carries 0.080; number 6, H, carries 0.076

No. 4
Here is a single C4H8N2 molecule in a non-equilibrium geometry from OMol25. Energies are from the ωB97M-V functional and the def2-TZVPD basis.

Calculated values
2S+1 = 1
frontier orbital gap = 10.122 eV
SMILES string = [H]/N=C(\N)C1CC1
E_LUMO = 1.01 eV

CARTESIAN COORDINATES (ANGSTROEM)
1 H -2.1860 1.5827 0.4090
2 N -1.1405 1.4789 0.1757
3 C -0.9101 0.2604 -0.1568
4 N -1.9376 -0.7147 -0.1515
5 C 0.4003 -0.3415 -0.5093
6 C 1.4403 -0.4420 0.6864
7 C 1.6455 0.6152 -0.4444
8 H -2.8888 -0.4637 0.1491
9 H -1.6930 -1.7036 0.0752
10 H 0.2903 -1.1474 -1.2166
11 H 2.0457 -1.3332 0.8768
12 H 1.0703 0.0677 1.6312
13 H 1.5966 1.7030 -0.1990
14 H 2.2670 0.4379 -1.3259

Cartesian forces (eV/Å) of the 6 atoms listed first:
H 2.03 -0.15 -0.30
N -1.12 -0.32 -0.29
C -1.94 -0.57 1.12
N -0.06 -1.06 0.11
C 1.28 2.18 2.16
C -1.05 1.81 -0.65

Atom charges from the Löwdin analysis, given in e for atoms 1 to 6: number 1, H, carries 0.069; number 2, N, carries 0.100; number 3, C, carries -0.509; number 4, N, carries 0.067; number 5, C, carries -0.226; number 6, C, carries -0.089

No. 5
Here is a molecular structure, C3H10OSi in a non-equilibrium geometry from OMol25. Energies are from the ωB97M-V functional and the def2-TZVPD basis.

Calculated values
2S+1 = 3
frontier orbital gap (alpha / beta) = 6.610 / 8.103 eV
E_LUMO (alpha / beta) = 0.85 / -2.54 eV

CARTESIAN COORDINATES (ANGSTROEM)
1 C -0.2139 -0.9784 -1.7316
2 C -0.4985 -1.5582 -0.3653
3 C 1.4408 2.1281 1.0547
4 O 0.2769 0.7541 0.9371
5 Si -1.1688 -0.2785 0.8328
6 H 0.6023 -1.4492 -2.3270
7 H -1.1820 -1.0875 -2.1883
8 H 0.2518 0.0653 -1.6453
9 H 0.4910 -2.0646 -0.0832
10 H -1.4003 -2.2385 -0.3848
11 H 1.1043 2.9702 1.4964
12 H 1.8534 2.3049 0.1698
13 H 2.1888 2.0761 1.6256
14 H -2.4364 0.3617 0.4846
15 H -1.3096 -1.0054 2.1246

Cartesian forces (eV/Å) of the 6 atoms listed first:
C 1.28 1.24 -0.39
C 0.77 -1.03 0.45
C -2.11 1.24 -1.29
O -3.32 -2.49 0.46
Si 2.08 -0.51 0.48
H -0.94 -0.46 0.45

Atom charges from the Löwdin analysis, given in e for atoms 1 to 6: number 1, C, carries -0.206; number 2, C, carries -0.409; number 3, C, carries -0.029; number 4, O, carries -0.195; number 5, Si, carries 0.618; number 6, H, carries 0.076

No. 6
Here is 2 unconnected molecules or ions with the total composition C3H11NOS2 in a non-equilibrium geometry from OMol25. Energies are from the ωB97M-V functional and the def2-TZVPD basis.

Calculated values
2S+1 = 2
charge = +1
frontier orbital gap (alpha / beta) = 8.158 / 4.791 eV
E_LUMO (alpha / beta) = -4.82 / -8.13 eV

CARTESIAN COORDINATES (ANGSTROEM)
1 S 3.8260 -0.7810 1.2440
2 S 2.6241 0.1106 2.6082
3 C 1.0501 0.7872 1.9733
4 C 0.1987 -0.4063 1.4066
5 C -1.0233 0.1361 0.6964
6 N -1.9252 -0.8521 0.0789
7 H 3.0730 -1.1236 0.2270
8 H 0.5790 0.9880 2.9376
9 H 1.2136 1.6096 1.2884
10 H 0.8332 -1.0365 0.7697
11 H -0.1441 -1.0808 2.1880
12 H -1.6307 0.6636 1.4318
13 H -0.7464 0.7859 -0.1388
14 H -1.4084 -1.5636 -0.4294
15 H -2.4374 -1.3012 0.8237
16 H -1.0508 0.9243 -4.9799
17 H -1.5511 1.4835 -6.3209
18 O -1.4802 0.6563 -5.8046

Cartesian forces (eV/Å) of the 6 atoms listed first:
S 0.44 0.52 1.35
S 0.42 0.10 -0.37
C -0.33 -2.56 0.26
C 0.71 0.12 -0.30
C -0.83 -0.36 -1.17
N 0.65 0.13 0.77

Atom charges from the Löwdin analysis, given in e for atoms 1 to 6: number 1, S, carries 0.612; number 2, S, carries 0.707; number 3, C, carries -0.421; number 4, C, carries -0.263; number 5, C, carries -0.293; number 6, N, carries 0.015

Relative energy (zero: lowest compared OMol25 entry of this formula, charge and spin) per entry: 510.2, 289.9, 439.1, 128.4, 267.1, 77.4 kJ/mol